A single C3H4N2O2 molecule, computed with ωB97M-V/def2-TZVPD.

## Properties
LUMO	0.44	eV
gap between HOMO and LUMO	9.1108	eV
HOMO	-8.674	eV
relative energy (zero: lowest compared OMol25 entry of this formula, charge and spin)	6.0953	eV
largest force on an atom	0.0231	Eh/bohr

Last column: Löwdin charge in e.
Element x y z (Å)
O 1.38194 -0.67664 -2.03491  0.08
C 0.47929 -0.28377 -1.11721  -0.55
N 0.79242 -0.65707 0.22034  0.15
C 0.02189 0.05968 0.91536  -0.29
O -0.56058 -0.06778 2.46590  0.00
C -1.01840 0.81731 1.19711  0.07
N -0.54881 0.40689 -1.40013  0.14
H 2.10575 -1.13613 -1.59069  0.11
H -0.97411 -0.95077 2.41545  0.12
H -1.06105 1.89124 1.32040  0.10
H -0.61835 0.59703 -2.39162  0.07